Here is a cluster of 4 separate species, C46H61N2O10PS2 in total at a distorted geometry from the OMol25 dataset. Energies are from the ωB97M-V functional and the def2-TZVPD basis.

SMILES = C=CCC1=C(P(C)O)C(=O)c2c(CC)c(N)c(CCO)c(CCCSC(=S)N(c3ccccc3)c3ccccc3)c2C1=O.CCOC(C)=O.CCOC(C)=O.CCOC(C)=O
E_tot = -3789.00127 hartree
HOMO-LUMO gap = 7.30 eV
Multiplicity = 1

Structure (XYZ):
```
122
Properties=species:S:1:pos:R:3:lowdin_charge:R:1
C -1.95 0.82 4.61 -0.0124
C -1.21 -0.19 5.14 -0.1637
C -1.11 -1.50 4.42 -0.1559
C 0.16 -1.67 3.61 -0.1153
C 0.62 -2.89 3.32 -0.2278
P -0.09 -4.48 3.90 0.9061
C -1.87 -4.50 3.45 -0.2530
O 0.48 -5.58 2.82 -0.3140
C 1.86 -3.01 2.50 -0.3220
O 2.68 -3.88 2.70 0.0854
C 2.04 -1.95 1.46 -0.0335
C 2.65 -2.21 0.24 -0.0975
C 3.13 -3.59 -0.14 -0.1778
C 4.66 -3.71 0.06 -0.0714
C 2.81 -1.16 -0.68 -0.2122
N 3.40 -1.43 -1.91 0.1461
C 2.35 0.13 -0.37 -0.1061
C 2.55 1.19 -1.42 -0.1007
C 1.61 1.02 -2.65 -0.2216
O 0.48 0.20 -2.39 -0.0675
C 1.71 0.38 0.85 -0.0913
C 1.15 1.75 1.16 -0.1081
C -0.38 1.68 0.89 -0.2482
C -0.96 2.94 0.23 -0.4547
S -2.24 2.52 -0.98 0.9786
C -3.41 1.60 -0.06 -1.0446
S -3.60 1.78 1.56 0.7277
N -4.23 0.69 -0.76 -0.0812
C -3.97 -0.71 -0.45 -0.2321
C -2.82 -1.17 0.18 -0.0271
C -2.63 -2.53 0.38 -0.0802
C -3.60 -3.44 -0.02 -0.0912
C -4.77 -2.98 -0.62 -0.0738
C -4.94 -1.63 -0.84 -0.0122
C -4.22 0.86 -2.21 -0.3011
C -3.16 0.48 -3.02 -0.0601
C -3.25 0.65 -4.39 -0.0572
C -4.39 1.19 -4.97 -0.0723
C -5.45 1.57 -4.16 -0.0725
C -5.36 1.40 -2.78 -0.0237
C 1.57 -0.67 1.77 -0.0321
C 0.95 -0.49 3.11 -0.2491
O 1.11 0.52 3.77 0.0877
H -3.00 0.66 4.35 0.0449
H -1.54 1.81 4.43 0.0515
H -0.71 -0.07 6.10 0.0991
H -1.20 -2.33 5.14 0.1020
H -1.95 -1.53 3.72 0.1180
H -2.40 -4.79 4.36 0.0336
H -2.05 -5.29 2.73 0.0421
H -2.28 -3.55 3.13 0.0116
H 1.28 -5.98 3.17 0.0464
H 2.59 -4.35 0.41 0.1023
H 2.91 -3.74 -1.20 0.1062
H 5.12 -2.73 -0.08 0.0612
H 4.85 -4.05 1.07 0.0694
H 5.10 -4.42 -0.64 0.0730
H 4.07 -2.18 -1.86 0.0776
H 3.88 -0.63 -2.31 0.0788
H 3.59 1.12 -1.77 0.0986
H 2.46 2.20 -1.03 0.0967
H 2.18 0.66 -3.50 0.1091
H 1.23 2.01 -2.93 0.1147
H 0.80 -0.71 -2.41 0.0854
H 1.59 2.53 0.55 0.0926
H 1.32 2.01 2.20 0.1045
H -0.90 1.43 1.81 0.0647
H -0.50 0.88 0.16 0.0811
H -0.20 3.48 -0.33 0.0736
H -1.37 3.60 0.99 0.0673
H -2.06 -0.48 0.52 0.0802
H -1.73 -2.89 0.86 0.0944
H -3.47 -4.51 0.12 0.0990
H -5.56 -3.65 -0.92 0.1025
H -5.84 -1.26 -1.31 0.1196
H -2.26 0.05 -2.59 0.1016
H -2.42 0.36 -5.02 0.1098
H -4.46 1.30 -6.04 0.0855
H -6.36 1.98 -4.59 0.1003
H -6.19 1.68 -2.14 0.1190
O -0.35 5.02 9.58 0.1046
C 0.01 4.09 8.91 -0.5309
O 0.82 4.31 7.86 -0.0005
C 1.47 3.26 7.14 -0.2283
C 0.59 2.68 6.05 -0.0708
C -0.49 2.69 9.18 0.0108
H 1.82 2.49 7.82 0.1128
H 2.35 3.72 6.70 0.1219
H -0.31 2.23 6.46 0.0512
H 1.13 1.93 5.48 0.0600
H 0.27 3.47 5.37 0.0911
H -1.43 2.55 8.65 0.0954
H -0.67 2.59 10.25 0.0888
H 0.21 1.91 8.89 0.0676
O -3.67 2.76 -8.14 0.1022
C -4.48 2.30 -8.89 -0.5339
O -4.21 1.13 -9.51 -0.0029
C -5.18 0.41 -10.26 -0.2382
C -5.25 0.87 -11.70 -0.0645
C -5.75 3.05 -9.24 0.0135
H -6.15 0.44 -9.77 0.1118
H -4.85 -0.63 -10.23 0.1225
H -5.57 1.91 -11.77 0.0672
H -5.95 0.26 -12.27 0.0815
H -4.27 0.80 -12.17 0.0837
H -5.54 3.73 -10.06 0.0957
H -6.04 3.63 -8.37 0.0903
H -6.58 2.40 -9.50 0.0697
O 5.82 0.11 -0.56 0.0975
C 6.83 0.13 0.10 -0.5181
O 7.99 -0.15 -0.51 0.0041
C 9.26 0.04 0.13 -0.2332
C 9.67 -1.16 0.96 -0.0626
C 6.79 0.39 1.58 0.0225
H 9.27 0.96 0.70 0.1129
H 9.97 0.17 -0.69 0.1230
H 8.98 -1.33 1.78 0.0685
H 10.67 -1.01 1.37 0.0825
H 9.67 -2.06 0.34 0.0840
H 6.62 -0.56 2.09 0.0980
H 5.96 1.05 1.79 0.0923
H 7.69 0.86 1.97 0.0718
```



Here is a structure of composition C46H61N4OPSSi4Y from the OMol25 dataset. Energies are from the ωB97M-V functional and the def2-TZVPD basis.

E_tot = -4019.70698 hartree
HOMO-LUMO gap = 7.57 eV
Multiplicity = 1
Charge = +1

Structure (XYZ):
```
119
Properties=species:S:1:pos:R:3:lowdin_charge:R:1
Y -0.17 0.14 0.29 1.2927
C -2.83 0.56 3.58 -0.1736
Si -1.12 1.33 3.51 0.3549
C -0.65 1.78 5.28 -0.1664
C -1.37 2.95 2.57 -0.1805
C 0.10 0.16 2.69 -0.5941
Si -0.08 -1.59 3.31 0.3623
C -1.62 -2.42 2.56 -0.1798
C 1.42 -2.64 2.83 -0.1657
C -0.24 -1.79 5.17 -0.1689
Si 1.82 0.81 2.93 0.4061
C 2.66 0.37 4.55 -0.1587
C 1.97 2.66 2.72 -0.1590
C 2.92 0.20 1.50 -0.2840
C 4.30 0.01 1.62 -0.0432
C 5.08 -0.20 0.50 -0.0386
C 4.47 -0.19 -0.75 -0.0429
C 3.10 -0.02 -0.81 -0.1548
N 2.34 0.14 0.28 -0.0423
H -3.51 1.24 4.09 0.0501
H -2.86 -0.39 4.11 0.0220
H -3.22 0.41 2.58 -0.0002
H -1.46 2.35 5.74 0.0418
H 0.25 2.39 5.32 0.0248
H -0.48 0.89 5.89 0.0191
H -2.44 3.17 2.49 0.0339
H -0.97 2.96 1.55 -0.0526
H -0.91 3.79 3.09 0.0366
H -2.03 -1.89 1.69 -0.0300
H -2.41 -2.47 3.30 0.0345
H -1.40 -3.45 2.25 0.0335
H 1.89 -2.33 1.89 -0.0050
H 1.14 -3.69 2.74 0.0394
H 2.19 -2.57 3.60 0.0303
H -1.18 -1.41 5.55 0.0285
H 0.57 -1.29 5.70 0.0229
H -0.19 -2.85 5.42 0.0433
H 2.00 0.60 5.38 0.0255
H 3.58 0.95 4.68 0.0400
H 2.92 -0.69 4.62 0.0270
H 1.41 3.21 3.48 0.0249
H 1.62 3.00 1.74 0.0011
H 3.02 2.95 2.82 0.0452
H 4.75 0.05 2.60 0.1079
H 6.15 -0.34 0.59 0.1164
H 5.04 -0.32 -1.66 0.1127
H 2.58 -0.02 -1.76 0.1021
C -0.08 5.41 -2.65 -0.1905
Si 0.62 4.22 -3.91 0.5069
C 2.47 4.45 -4.02 -0.1672
C -0.17 4.56 -5.57 -0.1749
C 0.35 2.37 -3.56 -0.2281
C 0.38 1.53 -4.66 -0.0635
C 0.32 0.14 -4.54 -0.0483
C 0.21 -0.38 -3.27 -0.1828
N 0.16 0.40 -2.18 -0.0956
C 0.24 1.74 -2.30 -0.7195
S 0.24 2.60 -0.77 0.6125
H 0.01 6.41 -3.06 0.0401
H 0.46 5.37 -1.71 0.0094
H -1.13 5.22 -2.44 0.0096
H 2.73 5.46 -4.32 0.0372
H 2.91 3.76 -4.74 0.0330
H 2.94 4.27 -3.04 0.0340
H -0.16 5.63 -5.77 0.0380
H -1.21 4.23 -5.59 0.0321
H 0.36 4.08 -6.39 0.0292
H 0.46 1.95 -5.65 0.1001
H 0.36 -0.51 -5.40 0.1088
H 0.18 -1.45 -3.09 0.0999
N 1.74 -7.21 -1.16 0.1865
C 0.59 -6.65 -0.72 -0.4903
O -0.38 -7.29 -0.39 0.0852
C 0.55 -5.13 -0.67 -0.0993
C -0.70 -4.53 -0.57 0.0331
C -0.77 -3.16 -0.49 -0.1347
N 0.30 -2.35 -0.50 0.0215
C 1.50 -2.94 -0.58 -0.1276
C 1.67 -4.31 -0.67 0.0135
H 1.77 -8.21 -1.23 0.1229
H 2.49 -6.67 -1.56 0.0955
H -1.59 -5.14 -0.55 0.1283
H -1.74 -2.68 -0.43 0.0611
H 2.37 -2.30 -0.57 0.0910
H 2.68 -4.71 -0.70 0.1178
C -7.24 -0.28 1.78 -0.0638
C -7.13 0.50 0.63 -0.0606
C -5.94 0.54 -0.08 -0.0614
C -4.85 -0.21 0.35 -0.3709
C -4.96 -0.98 1.51 -0.1427
C -6.15 -1.02 2.21 -0.0614
P -3.29 -0.26 -0.59 1.0744
C -3.43 1.19 -1.68 -0.3983
C -3.24 2.42 -1.05 -0.1391
C -3.44 3.61 -1.74 -0.0749
C -3.82 3.58 -3.07 -0.0695
C -4.02 2.36 -3.71 -0.0662
C -3.85 1.17 -3.01 -0.0811
C -3.50 -1.74 -1.64 -0.3825
C -4.29 -2.81 -1.22 -0.0749
C -4.30 -4.00 -1.93 -0.0632
C -3.53 -4.14 -3.07 -0.0709
C -2.75 -3.08 -3.51 -0.0662
C -2.72 -1.89 -2.79 -0.1320
H -8.17 -0.30 2.33 0.1100
H -7.97 1.09 0.29 0.1104
H -5.87 1.16 -0.97 0.1063
H -4.12 -1.55 1.86 0.0752
H -6.23 -1.62 3.11 0.1122
H -2.95 2.46 -0.01 0.0832
H -3.29 4.55 -1.23 0.1128
H -3.97 4.50 -3.61 0.1111
H -4.34 2.34 -4.74 0.1094
H -4.06 0.24 -3.51 0.1021
H -4.91 -2.71 -0.34 0.0987
H -4.92 -4.82 -1.59 0.1133
H -3.54 -5.07 -3.63 0.1111
H -2.15 -3.18 -4.41 0.1107
H -2.10 -1.08 -3.14 0.0742
```